1.
This record from the OMol25 dataset describes a cluster of 6 separate species, C58H130F6N3P3 in total in a non-equilibrium geometry. The level of theory is ωB97M-V/def2-TZVPD.

The gap between HOMO and LUMO is 9.906 eV. As for the net charge: +4. As for the energy relative to the best compared isomer or geometry (same formula, charge and spin): 80.35 kcal per mole. Its spin multiplicity is 1. The value obtained for the HOMO energy is -0.5546 Ha.

CARTESIAN COORDINATES (ANGSTROEM)
C -1.044 -6.838 0.192
C 0.128 -7.313 1.095
C 1.541 -7.577 0.278
C 1.432 -8.633 -0.851
P 2.703 -8.629 -2.272
C 2.439 -7.110 -3.321
C 3.607 -6.278 -3.913
C 3.318 -4.804 -4.098
C 4.392 -3.969 -4.944
C 2.214 -10.029 -3.395
C 3.048 -10.189 -4.698
C 2.310 -10.647 -5.964
C 2.889 -10.288 -7.351
C 4.358 -8.765 -1.674
C 4.810 -7.648 -0.645
C 6.313 -7.225 -0.663
C 6.717 -5.971 0.158
H -0.623 -6.247 -0.622
H -1.787 -6.236 0.716
H -1.736 -7.654 -0.016
H -0.060 -8.246 1.625
H 0.449 -6.535 1.787
H 2.272 -7.893 1.023
H 1.918 -6.589 0.013
H 0.700 -8.287 -1.580
H 0.908 -9.533 -0.530
H 1.964 -6.432 -2.614
H 1.805 -7.323 -4.182
H 3.861 -6.809 -4.831
H 4.454 -6.402 -3.239
H 3.251 -4.332 -3.118
H 2.283 -4.635 -4.396
H 5.289 -4.588 -4.951
H 4.418 -3.061 -4.342
H 3.966 -3.667 -5.901
H 1.309 -9.554 -3.774
H 2.056 -10.946 -2.828
H 3.794 -10.958 -4.496
H 3.761 -9.396 -4.924
H 1.311 -10.213 -5.922
H 2.142 -11.719 -5.867
H 3.465 -9.364 -7.290
H 2.139 -10.208 -8.139
H 3.514 -11.153 -7.570
H 4.903 -8.691 -2.615
H 4.335 -9.756 -1.220
H 4.452 -8.029 0.312
H 4.271 -6.720 -0.839
H 6.729 -7.199 -1.670
H 6.755 -8.103 -0.191
H 6.099 -5.905 1.054
H 6.284 -5.104 -0.342
H 7.791 -5.857 0.302
C 3.223 5.890 -3.451
C 3.762 7.359 -3.487
C 3.452 8.172 -4.736
C 4.149 9.579 -4.639
P 3.440 10.970 -5.480
C 4.553 12.264 -6.008
C 5.428 12.804 -4.811
C 6.093 14.144 -5.114
C 7.179 14.197 -6.104
C 2.829 10.246 -7.050
C 3.863 9.719 -7.997
C 3.317 8.736 -9.067
C 4.559 8.128 -9.863
C 2.119 11.711 -4.391
C 1.220 12.856 -5.019
C 0.161 13.439 -3.925
C 0.945 14.239 -2.796
H 3.588 5.473 -2.513
H 3.445 5.324 -4.355
H 2.142 5.933 -3.313
H 4.834 7.381 -3.290
H 3.352 7.849 -2.604
H 2.373 8.223 -4.881
H 3.794 7.643 -5.625
H 5.096 9.642 -5.174
H 4.387 9.899 -3.625
H 3.960 13.053 -6.470
H 5.239 11.783 -6.705
H 6.202 12.149 -4.409
H 4.716 13.013 -4.013
H 6.673 14.353 -4.215
H 5.419 15.000 -5.148
H 7.743 15.130 -6.137
H 6.603 13.958 -6.998
H 7.784 13.324 -5.859
H 2.098 10.949 -7.451
H 2.120 9.482 -6.731
H 4.670 9.337 -7.372
H 4.328 10.572 -8.491
H 2.604 9.105 -9.805
H 2.786 7.906 -8.599
H 5.422 7.958 -9.220
H 4.991 8.894 -10.507
H 4.145 7.371 -10.530
H 2.639 12.161 -3.545
H 1.533 10.860 -4.046
H 0.671 12.652 -5.939
H 1.768 13.723 -5.389
H -0.347 12.558 -3.532
H -0.596 14.051 -4.414
H 2.032 14.170 -2.829
H 0.724 14.024 -1.750
H 0.586 15.268 -2.837
C 2.862 -3.309 6.893
C 3.241 -4.058 8.200
C 2.154 -3.771 9.266
C 2.580 -4.205 10.647
N 1.390 -4.001 11.667
C 1.743 -4.777 12.941
C 0.349 -5.243 13.568
C -0.714 -5.153 12.501
C -0.026 -4.631 11.246
C 1.085 -2.467 12.075
H 3.390 -3.552 5.971
H 2.887 -2.245 7.125
H 1.810 -3.490 6.673
H 4.213 -3.745 8.582
H 3.269 -5.140 8.072
H 1.235 -4.279 8.972
H 1.915 -2.714 9.385
H 3.490 -3.680 10.938
H 2.695 -5.278 10.495
H 2.151 -4.020 13.611
H 2.384 -5.641 12.763
H 0.155 -4.563 14.398
H 0.350 -6.184 14.118
H -1.563 -4.481 12.627
H -1.215 -6.073 12.202
H -0.523 -3.910 10.597
H 0.287 -5.511 10.683
H 2.038 -2.028 12.368
H 0.305 -2.300 12.818
H 0.827 -1.982 11.134
C -6.703 -0.745 11.962
C -6.528 -1.137 10.420
C -7.045 -0.028 9.395
C -6.929 -0.619 7.949
N -7.812 -0.030 6.753
C -7.790 -1.020 5.577
C -9.085 -0.812 4.833
C -10.086 -0.062 5.744
C -9.308 0.122 7.032
C -7.144 1.349 6.426
H -5.705 -0.661 12.391
H -7.487 -1.216 12.555
H -6.984 0.308 11.942
H -7.241 -1.930 10.198
H -5.520 -1.456 10.155
H -6.309 0.773 9.325
H -8.042 0.302 9.687
H -7.465 -1.567 7.920
H -5.982 -0.856 7.466
H -7.015 -0.613 4.928
H -7.582 -2.004 5.997
H -8.801 -0.355 3.886
H -9.495 -1.771 4.518
H -10.253 0.961 5.406
H -10.966 -0.696 5.847
H -9.538 1.091 7.476
H -9.565 -0.712 7.685
H -7.260 1.984 7.304
H -7.668 1.645 5.517
H -6.158 1.171 5.998
C -8.387 -3.067 -3.521
C -7.216 -2.751 -4.469
C -6.688 -1.345 -4.452
N -5.434 -1.146 -5.369
C -5.714 -1.397 -6.844
C -4.122 -1.811 -4.956
C -2.976 -0.868 -5.586
C -3.609 0.541 -5.885
C -5.028 0.357 -5.284
H -8.233 -2.748 -2.490
H -8.600 -4.135 -3.495
H -9.329 -2.675 -3.905
H -7.464 -3.132 -5.460
H -6.388 -3.414 -4.216
H -6.400 -0.943 -3.480
H -7.524 -0.726 -4.776
H -6.487 -0.765 -7.282
H -5.948 -2.454 -6.975
H -4.823 -1.139 -7.417
H -3.991 -2.804 -5.385
H -4.267 -2.062 -3.905
H -2.701 -1.230 -6.577
H -2.047 -0.823 -5.018
H -3.519 0.936 -6.897
H -3.045 1.328 -5.385
H -5.789 0.974 -5.762
H -5.010 0.613 -4.225
P -1.418 -0.274 1.323
F -0.192 0.862 1.524
F -2.348 0.837 2.077
F -1.847 0.309 -0.091
F -2.759 -1.223 1.238
F -0.343 -1.343 0.693
F -1.084 -0.833 2.926

Forces on atoms 1 to 2 (eV/Å):
0.128 -0.404 1.331
1.794 -0.199 -1.515

---

2.
This record from the OMol25 dataset describes a structure of composition C58H137InN9O21 in a non-equilibrium geometry. The level of theory is ωB97M-V/def2-TZVPD.

The gap between HOMO and LUMO is 2.437 eV. As for the net charge: +1. As for the energy relative to the best compared isomer or geometry (same formula, charge and spin): 2.40 kcal per mole. Its spin multiplicity is 1. The value obtained for the HOMO energy is -0.3700 Ha.

CARTESIAN COORDINATES (ANGSTROEM)
In 3.696 -2.209 -0.491
C -0.372 0.596 -1.668
C 0.760 -0.063 -1.070
C 0.635 -0.471 0.478
O 1.528 -1.106 0.988
C -0.574 -0.159 1.139
C -1.607 0.532 0.531
C -1.483 0.929 -0.972
O -2.401 1.477 -1.658
O -2.690 0.680 1.230
O 1.740 -0.469 -1.714
H -0.245 0.967 -2.674
H -0.718 -0.601 2.114
C 6.427 1.157 -3.303
C 5.815 0.380 -2.157
C 5.222 1.345 -1.121
O 4.404 0.706 -0.063
C 3.479 1.614 0.547
N 4.806 -0.482 -2.844
H 5.719 1.744 -3.888
H 6.824 0.400 -3.979
H 7.351 1.708 -3.126
H 6.566 -0.104 -1.532
H 4.711 2.110 -1.706
H 6.058 1.799 -0.590
H 2.715 1.810 -0.206
H 3.881 2.586 0.833
H 2.978 1.186 1.415
H 4.120 0.165 -3.205
H 5.250 -0.882 -3.658
C -4.895 -2.499 -4.113
C -3.915 -1.628 -3.310
C -2.615 -2.378 -2.883
O -2.764 -3.311 -1.863
C -2.891 -2.642 -0.581
N -3.576 -0.449 -4.035
H -5.248 -3.398 -3.609
H -4.363 -2.832 -5.004
H -5.784 -1.942 -4.410
H -4.439 -1.316 -2.407
H -1.879 -1.586 -2.742
H -2.276 -2.942 -3.753
H -2.111 -1.932 -0.308
H -2.873 -3.452 0.148
H -3.876 -2.188 -0.475
H -4.306 0.249 -4.029
H -2.883 0.010 -3.462
C 1.877 3.131 -3.548
C 1.900 2.012 -4.589
C 2.778 2.379 -5.844
O 2.351 3.561 -6.564
C 1.166 3.497 -7.274
N 2.525 0.822 -4.065
H 1.549 4.077 -3.979
H 2.820 3.346 -3.047
H 1.169 2.942 -2.741
H 0.899 1.842 -4.986
H 2.770 1.546 -6.547
H 3.771 2.686 -5.514
H 1.200 4.416 -7.860
H 0.292 3.514 -6.623
H 1.145 2.647 -7.957
H 2.258 0.072 -4.686
H 2.029 0.636 -3.205
C -4.220 4.296 0.300
C -5.131 3.383 1.014
O -4.569 2.837 2.199
H -4.166 5.232 0.857
H -4.573 4.592 -0.688
H -3.228 3.850 0.229
H -5.440 2.589 0.335
H -6.041 3.938 1.244
H -3.947 2.141 1.974
C -6.356 2.277 -4.639
C -5.114 2.743 -3.859
O -5.254 2.246 -2.526
H -6.190 2.444 -5.703
H -7.295 2.693 -4.274
H -6.421 1.206 -4.447
H -5.026 3.826 -3.767
H -4.207 2.383 -4.345
H -4.407 2.200 -2.078
C -3.348 4.701 -6.019
O -3.171 5.146 -4.698
C -2.051 4.483 -3.985
C -2.032 4.941 -2.489
N -1.567 6.274 -2.350
C -1.366 6.669 -0.948
C -0.827 8.104 -0.887
O -0.459 8.401 0.416
C -0.051 9.748 0.551
H -3.919 5.460 -6.553
H -3.960 3.803 -6.102
H -2.468 4.484 -6.625
H -1.095 4.764 -4.426
H -2.169 3.399 -4.006
H -1.412 4.236 -1.935
H -3.085 4.781 -2.259
H -2.185 6.813 -2.940
H -0.748 5.949 -0.413
H -2.323 6.620 -0.428
H -1.644 8.740 -1.227
H 0.029 8.185 -1.557
H 0.063 10.027 1.598
H -0.780 10.491 0.227
H 0.853 9.792 -0.057
C 5.158 -5.286 6.201
O 4.558 -3.963 5.957
C 5.578 -2.945 5.891
C 4.909 -1.570 6.079
N 3.860 -1.441 5.073
C 2.912 -0.367 5.441
C 1.644 -0.498 4.714
O 1.097 -1.818 4.971
C 0.008 -2.276 4.221
H 5.570 -5.408 7.203
H 5.987 -5.515 5.531
H 4.503 -6.143 6.045
H 6.055 -3.051 4.917
H 6.332 -3.018 6.675
H 5.594 -0.726 6.002
H 4.546 -1.462 7.102
H 3.353 -2.289 5.282
H 3.325 0.629 5.283
H 2.729 -0.412 6.514
H 1.745 -0.359 3.637
H 0.964 0.213 5.183
H -0.357 -3.165 4.734
H 0.158 -2.507 3.167
H -0.867 -1.627 4.263
C 1.429 -8.583 -2.058
O 2.106 -7.347 -2.062
C 3.494 -7.566 -2.010
C 4.186 -6.161 -2.008
N 3.870 -5.395 -0.783
C 4.771 -5.813 0.294
C 4.196 -5.339 1.671
O 3.746 -4.027 1.661
C 3.097 -3.667 2.901
H 0.368 -8.334 -2.100
H 1.585 -9.051 -1.086
H 1.766 -9.299 -2.808
H 3.844 -8.153 -2.859
H 3.625 -8.144 -1.095
H 4.010 -5.539 -2.886
H 5.265 -6.307 -2.055
H 2.955 -5.720 -0.507
H 5.780 -5.399 0.298
H 4.847 -6.900 0.313
H 5.005 -5.412 2.398
H 3.458 -6.065 2.013
H 3.858 -3.539 3.672
H 2.380 -4.393 3.284
H 2.526 -2.757 2.718
C -0.214 3.533 1.242
O -0.223 4.447 2.284
C -1.177 4.062 3.303
C -0.692 2.883 4.195
N 0.368 3.196 5.130
C 1.580 3.785 4.540
C 2.651 4.245 5.603
O 2.311 5.425 6.299
C 3.287 5.757 7.267
H 0.019 2.493 1.468
H 0.469 3.814 0.440
H -1.169 3.494 0.717
H -2.133 3.803 2.849
H -1.416 4.925 3.924
H -0.544 1.994 3.584
H -1.540 2.618 4.828
H 0.117 3.703 5.966
H 1.402 4.664 3.922
H 2.070 3.123 3.826
H 3.634 4.152 5.140
H 2.830 3.413 6.285
H 3.149 5.104 8.129
H 3.125 6.796 7.553
H 4.302 5.723 6.870
C 0.578 -1.088 -6.199
O 1.781 -1.398 -5.543
C 2.003 -2.806 -5.518
C 2.860 -3.148 -4.270
N 2.089 -3.059 -3.015
C 1.206 -4.214 -2.860
C 0.286 -3.991 -1.670
O 0.977 -3.909 -0.409
C 0.050 -4.015 0.691
H 0.589 -1.630 -7.145
H 0.451 -0.035 -6.447
H -0.197 -1.387 -5.493
H 2.622 -3.055 -6.380
H 1.101 -3.417 -5.555
H 3.753 -2.526 -4.330
H 3.226 -4.166 -4.403
H 1.503 -2.258 -3.206
H 1.831 -5.058 -2.568
H 0.570 -4.357 -3.734
H -0.420 -4.820 -1.626
H -0.249 -3.043 -1.725
H 0.471 -4.109 1.692
H -0.618 -4.871 0.594
H -0.462 -3.056 0.779
C -4.038 0.217 6.614
O -4.616 -0.572 5.567
C -3.674 -1.057 4.617
C -4.292 -1.471 3.289
N -4.953 -2.746 3.550
C -5.854 -3.028 2.433
C -6.964 -3.963 2.880
O -7.681 -3.503 4.020
C -8.602 -4.530 4.373
H -3.093 -0.223 6.935
H -4.645 0.441 7.491
H -3.749 1.180 6.193
H -3.021 -1.787 5.095
H -3.111 -0.186 4.283
H -3.568 -1.476 2.475
H -4.975 -0.652 3.061
H -5.509 -2.679 4.390
H -5.347 -3.534 1.611
H -6.352 -2.118 2.097
H -6.555 -4.971 2.955
H -7.634 -3.960 2.021
H -9.142 -4.075 5.204
H -8.155 -5.451 4.747
H -9.299 -4.798 3.580

Forces on atoms 1 to 2 (eV/Å):
-0.645 -0.037 -0.688
3.938 -1.055 -0.240